Record 1
DFT (ωB97M-V with the def2-TZVPD basis set) results for a structure of composition C30H48BrEuN3P2 in a non-equilibrium geometry.

Properties
**Charge**: +2
**HOMO-LUMO gap (spin up / spin down)**: 6.053 / 4.856 eV
**2S+1**: 8
**Lowest unoccupied orbital energy (spin up / spin down)**: -0.2157 / -0.2787 Eh
**Expectation value of S²**: 15.824

```
85
C30H48BrEuN3P2 | the OMol25 dataset | ωB97M-V with the def2-TZVPD basis set
Eu 0.1954 -0.3677 1.1311
Br 0.1673 -3.3666 4.3789
P -2.4463 -0.3929 2.3849
P -1.1692 -0.0232 -1.6039
N 3.6293 0.8933 -4.7574
N 0.2994 2.1341 0.6888
N -0.4217 2.8766 1.5947
C -3.3161 1.7567 -1.0446
C 1.5132 -3.8960 0.4564
C 4.1136 0.5398 -2.4427
C -1.6917 -2.7970 -1.4580
C 0.0214 0.7675 -4.0822
C -1.1888 0.1653 3.6726
C 2.4520 -2.8510 0.2392
C 3.2090 -2.7744 -1.0146
C -4.2726 0.8181 4.1597
C 0.6216 -3.8766 1.5443
C 1.6001 2.7070 -1.3843
C 4.0035 1.3594 -3.5593
C 0.7084 3.0366 -0.2454
C 3.2511 -1.2906 -3.7847
C -2.7072 -2.2287 2.5940
C -4.0598 0.4077 2.7118
C 3.2400 -0.3739 -4.8572
C 2.5947 -1.8633 1.2632
C -0.4903 -0.4243 -3.2790
C -1.2177 5.2044 2.0413
C 0.2062 4.3084 0.0618
C -0.5084 4.1768 1.2433
C -2.3603 1.2863 -2.1363
C -1.3562 -0.4762 5.0268
C 1.7830 -1.9084 2.4192
C -3.7510 -2.7041 3.5968
C 3.7597 -0.8322 -2.5411
C 3.9033 -1.6225 -1.3304
C -2.3430 -1.4153 -1.4496
C 0.8533 -2.9488 2.5640
H -4.9046 -0.1940 2.3433
H 4.4348 0.9610 -1.4856
H 3.1721 -3.6589 -1.6711
H -1.0526 -1.5304 4.9355
H 2.9105 -0.6927 -5.8489
H -0.5384 5.6889 2.7560
H -0.1180 -0.0409 3.4099
H -3.0330 -1.3104 -2.3028
H -1.0834 -3.0087 -0.5667
H 0.3268 -1.1437 -3.1034
H -2.8090 2.3550 -0.2734
H -1.7247 -2.6998 2.7725
H 0.8968 1.2405 -3.6135
H -0.6287 -0.0106 5.6983
H 0.3640 0.4251 -5.0664
H -3.6157 -2.2988 4.6041
H -0.8285 2.4483 2.4201
H 3.3912 -1.1131 1.1768
H -4.3992 -0.0526 4.8126
H -1.5771 5.9729 1.3410
H 1.7034 3.6079 -2.0236
H 0.3702 5.2130 -0.4959
H -3.8516 0.9346 -0.5525
H -1.2946 -0.9335 -3.8347
H -3.4434 1.4273 4.5304
H -4.0714 2.4157 -1.4944
H -2.9129 0.8633 -2.9927
H 1.1650 1.9158 -2.0002
H 4.4725 -1.0975 -0.5493
H -1.7688 2.1453 -2.4879
H -4.7647 -2.4494 3.2559
H 2.5904 2.3643 -1.0470
H -1.0757 -2.9608 -2.3483
H -3.7115 -3.7961 3.6742
H -0.7435 1.5297 -4.2656
H 1.5057 -4.7497 -0.2318
H 4.2590 2.4174 -3.4670
H -5.1841 1.4181 4.2629
H -2.3595 -0.3871 5.4341
H 2.8823 -2.2969 -3.9288
H -1.2564 1.2631 3.7061
H -0.1652 -4.6140 1.6332
H -2.4792 -3.5595 -1.4787
H -4.0661 1.3130 2.0796
H -3.0156 -2.5997 1.6006
H -2.9104 -1.2607 -0.5151
H -2.0778 4.7916 2.5840
H 1.7871 -1.0698 3.1326
```

These are the Löwdin partial charges, in e, on atoms 1 to 2: Eu 1.43; Br 0.88

---

Record 2
DFT (ωB97M-V with the def2-TZVPD basis set) results for a structure of composition C30H48F2NO2Si2 in a non-equilibrium geometry.

Properties
**Charge**: +1
**HOMO-LUMO gap**: 6.389 eV
**Lowest unoccupied orbital energy**: -0.1887 Eh
**Energy relative to the best compared isomer or geometry (same formula, charge and spin)**: 1.434 eV

```
85
C30H48F2NO2Si2 | the OMol25 dataset | ωB97M-V with the def2-TZVPD basis set
Si -1.9373 2.7275 -0.6834
Si -1.2768 0.3110 2.5829
F 5.3828 -2.7252 -4.3698
F 4.1996 -3.2791 1.3568
O -1.6939 1.1679 0.0223
O -0.1184 1.2010 1.6945
N -0.2702 1.4313 0.3091
C 2.5210 -0.6922 -5.3011
C 3.8398 -1.1718 -5.2720
C -2.8234 1.3775 2.7891
C 1.2888 0.0278 3.8923
C -0.6579 -1.2525 4.8683
C -0.9357 4.0741 0.1902
C 4.9285 -0.6954 -6.1787
C 2.9914 -3.4953 0.7493
C 1.4109 -2.9153 -0.9725
C 0.3778 -0.1820 -1.5267
C 0.4658 -3.7271 -0.2976
C -0.2420 0.0654 4.1932
C 1.8866 0.4224 0.4088
C -3.7438 3.3822 -0.6395
C 2.1406 -4.4328 1.3394
C -1.6962 2.5621 -2.5496
C 1.0228 -2.1921 -2.1596
C -4.6507 2.2527 -1.1669
C 0.6074 0.5583 -0.3545
C 4.0998 -2.2260 -4.3931
C 2.7002 -2.7762 -0.4069
C -0.5458 1.2467 5.1256
C 1.9217 -2.0586 -3.3299
C -1.6223 -1.4054 1.9272
C -3.7898 4.5926 -1.6078
C 1.5853 -1.1322 -4.3643
C -4.2590 3.8569 0.7338
C 0.8532 -4.5074 0.7854
C 2.5535 -5.3302 2.4649
C 3.1965 -2.7014 -3.4405
H -4.7999 5.0231 -1.6368
H 2.7627 -4.7715 3.3755
H -3.1007 5.3902 -1.2927
H 1.8191 -0.5369 4.7173
H 3.4475 -5.9316 2.2497
H -0.2624 2.2096 4.6670
H -5.2493 4.3255 0.5855
H -4.4972 1.3163 -0.6080
H -3.5992 4.6184 1.1769
H -2.6384 2.4656 2.6961
H -0.3561 -2.1306 4.2752
H 4.5544 0.0705 -6.8609
H -2.1942 -1.3262 0.9995
H -3.5172 4.3188 -2.6383
H 2.7130 0.0875 -0.2352
H -0.7337 2.0803 -2.7454
H -2.4863 1.9930 -3.0526
H 3.4502 -2.1477 -0.8916
H -1.2875 4.3818 1.1944
H 2.2566 0.0778 -6.0306
H 1.8050 -0.3601 1.1613
H -4.4652 2.0503 -2.2316
H 0.1174 -5.1956 1.2173
H 5.7686 -0.2725 -5.6283
H 1.7002 1.0675 3.8316
H -1.6672 3.5595 -2.9999
H 2.1662 1.3666 0.8975
H -3.2692 1.2005 3.7885
H -0.1602 -1.3210 5.8502
H 0.0798 3.6504 0.3152
H -2.2323 -1.9670 2.6503
H 3.5364 -3.4118 -2.6772
H 1.7368 -6.0113 2.7061
H -1.6086 1.2843 5.4095
H -0.8725 4.9675 -0.4589
H -5.7092 2.5455 -1.0522
H -0.5587 -3.7692 -0.6783
H 5.3299 -1.5183 -6.7826
H -0.6215 -0.1495 -1.9912
H -1.7479 -1.2933 5.0446
H 1.4922 -0.5234 2.9423
H 0.5993 -0.6504 -4.3565
H -0.0613 -2.2212 -2.3580
H -3.5726 1.0742 2.0287
H 1.2596 -0.1391 -2.2181
H -0.7170 -1.9847 1.7347
H -4.3721 3.0275 1.4475
H 0.0521 1.1218 6.0436
```

These are the Löwdin partial charges, in e, on atoms 1 to 2: Si 0.56; Si 0.57

---

Record 3
DFT (ωB97M-V with the def2-TZVPD basis set) results for a cluster of 9 separate species, C30H48F6O24 in total in a non-equilibrium geometry.

Properties
**SMILES**: O=C1OC[C@@H](F)O1.O=C1OC[C@@H](F)O1.O=C1OC[C@@H](F)O1.O=C1OC[C@@H](F)O1.O=C1OC[C@@H](F)O1.O=C1OC[C@@H](F)O1.COCCOC.COCCOC.COCCOC
**HOMO-LUMO gap**: 9.974 eV
**Lowest unoccupied orbital energy**: 0.0093 Eh

```
108
C30H48F6O24 | the OMol25 dataset | ωB97M-V with the def2-TZVPD basis set
F 2.3395 6.7184 -1.1805
F 3.1073 2.0049 0.9847
F 2.2871 -0.6378 -3.7111
F 0.0519 0.1650 3.4780
F -3.9827 2.3320 -4.1646
F -0.7262 -4.5964 -2.4613
O -1.4930 1.5410 5.7984
O 3.7558 2.0013 -3.8157
O 1.3719 -4.8235 -0.3189
O -4.0257 1.3064 3.2934
O -3.5052 3.8475 1.7877
O 3.2559 0.6180 -2.1381
O 0.6531 -0.0312 0.3585
O -1.3166 -0.8696 -4.1257
O 5.0000 -1.9818 0.5062
O -3.2020 0.2100 -3.9026
O -1.8612 -0.3148 6.9709
O 5.3301 1.3170 -2.3849
O 0.9655 1.8953 1.3179
O 0.6331 -2.8466 0.6439
O 0.7489 -3.1100 -1.5900
O 0.1625 3.5476 -2.3410
O -1.6498 -0.3700 4.7159
O -1.4822 0.8641 -2.7138
O -3.0718 -1.2557 1.9145
O 5.3936 -3.7467 -2.0598
O 0.8112 5.0591 -0.8284
O -3.8553 -3.1448 -0.6642
O 2.2888 3.5650 -1.5423
O -0.8477 1.6629 0.0334
C 2.3919 1.6905 -4.0031
C -2.7087 4.5373 0.9064
C -4.7550 0.3485 3.9988
C 2.1393 1.2235 1.5933
C 4.9987 -2.3937 -1.8333
C -2.8655 -2.1325 -0.3932
C 3.0629 4.4648 -0.7343
C 5.7383 -1.6938 -0.7027
C 0.6714 -4.2309 -2.4294
C 2.0776 5.5245 -0.3964
C -3.7454 1.3364 -3.3139
C -1.9019 0.0106 -3.6271
C 5.5892 -1.1644 1.5219
C 0.9971 4.0314 -1.6391
C -4.0897 2.7162 1.2504
C 0.8716 -3.5402 -0.3320
C -1.2186 0.5719 3.7453
C 1.8812 -0.1911 1.0152
C 4.2463 1.2855 -2.7709
C -2.5897 1.7715 -2.3504
C 5.0695 -4.6021 -0.9718
C -3.7091 -3.9647 -1.7879
C 1.4147 -5.2790 -1.6121
C 0.1663 1.2015 0.4840
C -3.4317 -1.0927 0.6363
C -1.2065 1.9006 4.4790
C -4.8229 1.8560 2.2921
C -3.1989 -2.5729 2.3726
C -1.6258 0.2482 5.9610
C 2.1496 0.5411 -3.0271
H -5.6866 0.6755 4.5259
H 5.8407 -0.6476 -0.8546
H 1.8396 2.5982 -3.7949
H -3.3598 2.1090 0.8269
H 2.2940 1.4671 -5.0144
H 4.0883 -4.2812 -0.5098
H 6.7712 -2.1571 -0.6714
H 0.9121 -6.2707 -1.7200
H -2.0304 5.1928 1.4801
H -3.3298 5.1822 0.2390
H -4.9557 -0.5761 3.4456
H 3.8904 4.9319 -1.2829
H -4.8269 3.0091 0.4779
H 1.2177 0.5214 -2.4260
H 2.6067 -0.4986 0.2856
H -2.5970 -1.5616 -1.2766
H -2.0014 2.6117 4.1469
H 1.0565 -3.8083 -3.4546
H -0.1877 2.3929 4.5348
H 2.3470 1.2576 2.6451
H 5.2711 -1.8576 -2.7106
H -3.9989 0.0189 4.8065
H -5.3481 1.0851 1.7301
H -5.5610 2.4511 2.8033
H -1.9364 -2.5589 0.0417
H -2.1091 3.8616 0.2785
H -2.8368 1.5701 -1.2915
H -3.2453 -4.9118 -1.4736
H -2.4747 -3.2799 2.0233
H -3.1979 -3.4068 -2.5318
H 6.6940 -1.4442 1.7580
H -2.4234 2.8409 -2.4868
H 1.9794 5.8527 0.6650
H 5.0513 -1.3209 2.4663
H 1.7733 -0.9514 1.7960
H -4.2282 -2.9622 2.1458
H 5.9285 -4.6556 -0.2168
H -4.6973 1.1297 -2.8461
H -1.7098 0.5211 2.7961
H 2.4207 -5.4799 -2.0081
H 4.8911 -5.6079 -1.3525
H 3.9289 -2.2794 -1.5972
H -3.1026 -0.0196 0.3163
H -4.5307 -1.2338 0.4419
H -4.6984 -4.1464 -2.2974
H 3.3039 3.9638 0.1930
H -3.1178 -2.5211 3.4585
H 5.3521 -0.1343 1.2974
```

These are the Löwdin partial charges, in e, on atoms 1 to 2: F -0.01; F 0.04

---

Record 4
DFT (ωB97M-V with the def2-TZVPD basis set) results for a structure of composition C30H48MgN2O2PSSbSe4 in a non-equilibrium geometry.

Properties
**HOMO-LUMO gap**: 6.587 eV
**Lowest unoccupied orbital energy**: -0.0569 Eh

```
90
C30H48MgN2O2PSSbSe4 | the OMol25 dataset | ωB97M-V with the def2-TZVPD basis set
Sb -3.4945 -4.2251 -1.1519
Se -5.6036 -5.2773 -1.8959
Se -2.6034 -2.1969 -3.2110
Se -1.2118 -5.0124 -0.5293
Se -4.0274 -1.7860 -1.2029
S -1.3802 1.7755 -3.0818
P 1.4129 -1.4070 -0.0258
Mg -1.5283 -0.3317 -1.5685
O -1.9400 0.9432 -0.0600
O 0.2513 -0.8586 -0.8175
N -2.5270 2.9482 -0.9661
N -3.5638 3.2275 -2.9586
C 2.8806 2.3817 1.0309
C -0.2329 -2.3447 4.2596
C 2.6105 -0.0252 0.2884
C 0.7809 -2.1953 1.4682
C -1.1447 2.1846 2.3067
C 4.3068 2.1224 1.5119
C 2.5348 -4.0273 -0.3161
C 2.5202 -3.6081 -3.2236
C 1.6310 -2.8005 -2.2690
C -3.5730 3.0923 -4.4356
C -2.5599 2.6645 -2.2212
C 1.7711 -2.2627 2.6752
C 3.1307 -5.0046 -1.3185
C -1.0232 4.0954 3.7336
C -4.4510 4.1997 -2.2852
C 1.9689 1.1943 0.8971
C -2.0222 2.1920 -0.0432
C -0.8179 2.7329 3.5530
C 1.0786 -3.0469 3.7925
C -5.0146 2.8552 -4.9726
C 3.7014 -4.2145 -2.4892
C -1.2614 4.9017 2.5997
C 3.9886 -0.3689 1.0195
C -0.7155 -1.2787 3.3190
C -5.3094 3.6340 -1.1759
C 2.3176 -2.6186 -0.9623
C 4.8611 0.8765 0.8364
C -1.5636 2.9567 1.2105
C -1.5198 4.3331 1.3364
C -0.6765 -1.6791 1.8809
H 4.3313 -3.4374 -2.0634
H 2.9946 -4.0669 0.7233
H -1.2930 5.9691 2.5694
H -5.5052 3.8515 -5.1695
H 2.9867 2.8406 -0.0034
H -0.9415 -0.8543 1.2260
H 1.5378 -4.3351 0.0032
H -5.9285 2.7969 -1.4925
H -3.9199 5.1229 -1.8830
H 2.7167 -2.6006 2.3148
H 5.1250 1.0148 -0.2262
H 2.8774 0.3525 -0.7481
H -0.0838 -1.9101 5.2507
H -4.9739 2.3726 -5.9505
H -0.7830 4.5062 4.6971
H 1.0873 1.5116 0.2939
H -1.1912 1.1202 2.1047
H 4.2823 1.9797 2.6193
H -1.0282 -3.0454 4.4360
H -5.9676 4.5294 -1.0405
H 3.2358 -2.0610 -1.2452
H 4.9368 3.0268 1.3696
H 1.7333 -3.2681 4.6410
H -3.1011 4.0032 -4.8787
H -1.7317 -0.9866 3.5682
H 0.6306 -3.1724 -2.1158
H -0.5485 2.1590 4.3936
H -5.7106 2.4070 -4.2621
H 5.9466 0.7091 1.1284
H -1.6870 4.9677 0.5120
H 0.6101 -3.2215 1.1797
H -1.4466 -2.5091 1.6515
H -5.1648 4.6147 -2.9849
H 4.3496 -4.7211 -3.2091
H 2.8015 -3.0156 -4.1017
H 2.3648 3.1946 1.5523
H 2.1104 -1.2398 2.9701
H 4.4033 -1.2720 0.5816
H 0.8238 -4.0834 3.4894
H 3.8299 -5.6368 -0.8213
H 1.9304 -4.4404 -3.5862
H 2.3221 -5.7113 -1.8301
H -4.7792 3.3506 -0.3044
H -0.1669 -0.2894 3.4536
H -2.9755 2.2142 -4.6239
H 3.8821 -0.5898 2.0929
H 1.5289 -1.7796 -2.7216
H 1.5674 0.8913 1.9018
```

These are the Löwdin partial charges, in e, on atoms 1 to 2: Sb 0.08; Se -0.10

---

Record 5
DFT (ωB97M-V with the def2-TZVPD basis set) results for a cluster of 10 separate species, C30H48O30 in total in a non-equilibrium geometry.

Properties
**SMILES**: COC(=O)OC.COC(=O)OC.COC(=O)OC.COC(=O)OC.O=C1OCCO1.O=C1OCCO1.O=C1OCCO1.O=C1OCCO1.O=C1OCCO1.O=C1OCCO1
**HOMO-LUMO gap**: 10.495 eV
**Lowest unoccupied orbital energy**: 0.0096 Eh
**Energy relative to the best compared isomer or geometry (same formula, charge and spin)**: 1.189 eV

```
108
C30H48O30 | the OMol25 dataset | ωB97M-V with the def2-TZVPD basis set
O -1.0428 7.8148 21.4577
O 1.9818 5.4000 19.3821
O 2.6468 6.0485 21.4692
O 3.1642 10.0859 18.2239
O 3.9113 14.7849 19.9105
O 3.6178 3.0064 14.6114
O 4.0528 8.3113 17.4699
O 7.6625 9.3504 19.0787
O 4.0981 16.9833 19.5116
O 6.1769 10.9966 19.3830
O -1.4895 12.4166 19.4737
O -1.3466 8.8087 19.4205
O 2.9272 11.9403 15.1169
O 2.4483 16.1001 20.7587
O 0.3212 9.4489 20.7533
O -0.0319 13.0809 20.9988
O 3.9092 13.2518 16.5719
O 7.5174 3.7560 18.6198
O 7.1263 5.5829 19.9053
O 9.1264 5.0813 18.9937
O 4.5200 4.3265 16.1524
O 6.9561 9.4631 14.0954
O 7.5701 8.4291 15.8650
O 5.4955 2.3653 15.5628
O 7.2227 7.2321 13.9806
O 7.6024 11.0560 17.6462
O -1.6272 11.6750 21.6327
O 3.4948 8.4289 19.6867
O 1.6839 13.4215 16.2808
O 3.6414 4.3621 20.4790
C 2.7383 12.9161 16.0219
C 2.7079 5.3151 20.3126
C 3.5657 8.8834 18.5642
C 3.5144 16.0442 19.9799
C 7.2017 10.5037 18.6201
C 6.9504 8.9632 20.2503
C 5.0119 14.4949 19.0689
C 0.2313 13.9805 19.9184
C 0.0930 7.7489 22.3196
C 4.3227 4.4923 21.7058
C 6.1877 3.2812 18.7622
C 4.5650 3.3293 15.5098
C 9.7212 6.2500 19.5109
C -1.1064 12.2989 20.7565
C 7.8398 4.8692 19.2465
C 6.0080 10.1746 20.5217
C 2.7194 11.0309 19.2095
C 7.2574 8.2675 14.5796
C 4.7222 7.0671 17.6371
C 4.2516 11.4185 15.2463
C 1.7984 17.3315 21.0398
C -0.6916 13.3943 18.8181
C 3.8002 5.8152 22.2455
C 0.9384 8.9342 21.9046
C 7.7862 7.2156 16.5565
C 4.0360 1.9167 13.8014
C -0.7215 8.6657 20.4148
C 5.3334 1.4109 14.4969
C 6.6735 9.6078 12.7272
C 4.9881 12.5544 15.9351
H 5.9594 14.9711 19.3242
H 6.2829 8.1074 20.1685
H -0.0246 15.0061 20.1847
H 5.1407 13.4216 18.9759
H 3.5457 5.6186 23.2887
H 3.1137 10.7711 20.1871
H 0.5752 6.7758 22.2918
H 9.1983 7.1080 19.0664
H 4.1354 2.2742 12.7812
H 6.0235 2.9102 19.7750
H 1.9398 8.5758 21.6492
H -0.0597 12.9522 18.0527
H 5.4318 7.1227 18.4640
H 6.1004 8.7546 12.3567
H 4.5332 6.6195 22.1866
H 5.1615 0.4301 14.9265
H 4.7859 14.8853 18.0710
H 4.9843 9.8539 20.7191
H 5.3874 3.9474 18.4476
H 5.2776 6.8208 16.7398
H 7.6542 8.8628 21.0711
H 6.1182 10.5202 12.5275
H 8.8496 6.9638 16.5702
H 6.2913 10.6951 21.4422
H 2.5764 18.0979 21.1165
H 7.2956 6.3210 16.1752
H 1.0295 9.6222 22.7447
H 7.5756 9.6460 12.1113
H 1.2812 13.9994 19.6365
H 7.4944 7.2047 17.6059
H 4.2473 10.5399 15.8942
H -1.3482 14.1951 18.4889
H 5.7213 12.2119 16.6584
H 5.4154 13.2287 15.1911
H 1.4912 17.2209 22.0817
H 5.4041 4.5179 21.5652
H 3.2988 1.1298 13.9559
H 10.7604 6.3984 19.2377
H 4.1027 3.6420 22.3540
H 5.9846 2.4005 18.1526
H -0.2512 7.9342 23.3409
H 0.9904 17.5860 20.3612
H 6.2196 1.5003 13.8759
H 4.0041 6.2611 17.7859
H 4.6503 11.1311 14.2784
H 1.6332 11.0162 19.1630
H 9.5870 6.4243 20.5797
H 3.0995 11.9795 18.8362
```

These are the Löwdin partial charges, in e, on atoms 1 to 2: O 0.06; O 0.19

---

Number 1: E -144289.253 eV. Number 2: E -58656.163 eV. Number 3: E -97329.572 eV. Number 4: E -332460.392 eV. Number 5: E -93313.040 eV.